[1]
Computed, not measured: C35H47As3BrN4O2SY as an isolated structure, with ωB97M-V with the def2-TZVPD basis set.

The geometry in XYZ format:
```
94
Properties=species:S:1:pos:R:3
Y 0.107 0.567 -0.395
O -1.355 -0.639 -2.062
C -1.420 -0.505 -3.457
C -2.569 -0.855 -4.133
C -2.606 -0.717 -5.516
C -1.505 -0.225 -6.196
C -0.361 0.125 -5.491
C -0.298 -0.017 -4.114
C 0.928 0.361 -3.320
O 0.631 1.230 -2.306
N 1.530 -0.894 -2.750
N 1.864 -0.855 -1.438
C 2.830 -1.581 -1.013
C 3.205 -1.677 0.382
Br 1.985 -0.856 1.621
C 4.277 -2.293 0.889
C 5.363 -2.887 0.100
C 5.897 -2.247 -1.020
C 6.926 -2.835 -1.736
C 7.430 -4.067 -1.342
C 6.920 -4.699 -0.216
C 5.902 -4.107 0.511
H -2.080 -1.208 -1.773
H -3.432 -1.233 -3.595
H -3.501 -0.995 -6.055
H -1.536 -0.113 -7.270
H 0.502 0.515 -6.018
H 1.673 0.794 -4.003
H 2.207 -1.352 -3.351
H 3.422 -2.180 -1.702
H 4.358 -2.376 1.968
H 5.541 -1.262 -1.301
H 7.346 -2.325 -2.592
H 8.234 -4.525 -1.902
H 7.325 -5.651 0.101
H 5.516 -4.597 1.397
C 2.185 4.103 -1.032
As 2.280 2.521 0.092
C 3.985 1.819 -0.529
C 2.865 3.221 1.828
C 1.809 3.704 2.843
C 0.874 4.711 2.179
C 1.030 2.521 3.440
As -0.432 1.679 2.434
C -0.879 0.314 3.755
C -1.933 2.874 2.770
C 2.608 4.354 3.992
As 1.871 5.409 5.520
C 0.031 4.766 5.796
C 1.404 7.066 4.581
H 3.104 4.681 -0.944
H 1.339 4.728 -0.757
H 2.057 3.765 -2.060
H 4.753 2.587 -0.440
H 3.884 1.527 -1.573
H 4.276 0.951 0.063
H 3.541 4.045 1.589
H 3.476 2.433 2.279
H 0.350 4.258 1.329
H 1.434 5.571 1.807
H 0.122 5.076 2.877
H 0.563 2.830 4.375
H 1.724 1.712 3.689
H -0.976 0.780 4.735
H -0.106 -0.452 3.802
H -1.827 -0.154 3.487
H -1.907 3.205 3.808
H -2.853 2.318 2.596
H -1.907 3.740 2.113
H 3.324 5.064 3.566
H 3.214 3.576 4.465
H 0.031 3.776 6.253
H -0.583 4.766 4.896
H -0.416 5.454 6.513
H 2.290 7.458 4.082
H 1.094 7.796 5.328
H 0.601 6.948 3.855
N -1.813 3.712 -1.324
C -1.297 2.779 -0.890
H -2.217 4.527 -1.748
S -2.339 -3.259 1.843
C -1.114 -2.349 1.084
N -1.432 -1.156 0.666
C -2.777 -0.898 0.941
C -3.475 0.268 0.616
C -4.803 0.364 0.973
C -5.449 -0.683 1.647
C -4.778 -1.844 1.965
C -3.435 -1.941 1.601
H -0.122 -2.764 0.971
H -2.988 1.081 0.091
H -5.359 1.258 0.728
H -6.491 -0.580 1.915
H -5.278 -2.655 2.477
```

Results
DFT total energy ... -11448.84071 Ha
Relative energy (zero: lowest compared OMol25 entry of this formula, charge and spin) ... 0.0 kcal/mol
Total charge ... +2
Frontier orbital gap ... 7.12 eV
Lowest unoccupied orbital energy ... -5.18 eV
Spin multiplicity ... 1

These are the Löwdin partial charges, in e, on atoms 1 to 4: Y 1.036; O -0.063; C -0.227; C -0.005

[2]
Computed, not measured: a 2-piece molecular cluster, C5H12N2O overall in a non-equilibrium geometry, with ωB97M-V with the def2-TZVPD basis set.

The geometry in XYZ format:
```
20
Properties=species:S:1:pos:R:3
C -0.669 -1.704 1.347
C -0.173 -0.316 1.604
C -0.571 0.810 0.992
N 0.006 2.008 1.290
N -1.561 0.848 0.056
H -1.061 -1.830 0.334
H 0.154 -2.416 1.466
H -1.450 -1.964 2.068
H 0.608 -0.256 2.359
H 0.034 2.610 0.474
H 0.923 1.913 1.718
H -2.172 0.038 0.110
H -2.105 1.699 0.173
C 0.672 -0.252 -2.440
C 1.748 -0.139 -1.405
O 2.245 -1.106 -0.835
H -0.014 0.592 -2.338
H 0.117 -1.183 -2.301
H 1.126 -0.228 -3.433
H 2.144 0.877 -1.240
```

Results
DFT total energy ... -382.43133 Ha
Relative energy (zero: lowest compared OMol25 entry of this formula, charge and spin) ... 44.7 kcal/mol
Total charge ... 0
Frontier orbital gap ... 8.28 eV
Lowest unoccupied orbital energy ... 0.90 eV
SMILES string ... CC=C(N)N.CC=O
Spin multiplicity ... 1

These are the Löwdin partial charges, in e, on atoms 1 to 4: C -0.120; C -0.157; C -0.558; N 0.090

[3]
Computed, not measured: C6H6Cl2N2NdO3Sc as an isolated structure in a non-equilibrium geometry, with ωB97M-V with the def2-TZVPD basis set.

The geometry in XYZ format:
```
21
Properties=species:S:1:pos:R:3
Nd 3.307 0.314 0.927
Sc 0.077 0.135 -0.106
Cl 1.738 1.675 -1.099
Cl 0.664 0.185 2.176
C -1.475 -1.318 0.659
C 4.607 -0.400 -0.910
C 3.981 -1.676 1.917
O -2.247 -1.978 1.233
O 5.435 -0.562 -1.713
O 4.495 -2.487 2.568
C -4.500 2.718 -0.582
N -3.711 1.935 -1.561
C -4.309 1.213 -2.706
C -2.476 1.685 -1.268
N -1.391 1.456 -0.810
H -5.513 2.706 -0.976
H -4.074 3.734 -0.515
H -4.426 2.270 0.425
H -3.797 1.523 -3.633
H -4.156 0.123 -2.605
H -5.360 1.490 -2.689
```

Results
DFT total energy ... -2808.29767 Ha
Relative energy (zero: lowest compared OMol25 entry of this formula, charge and spin) ... 25.6 kcal/mol
Total charge ... +4
Frontier orbital gap (spin up / spin down) ... 4.07 / 4.74 eV
Lowest unoccupied orbital energy (spin up / spin down) ... -17.96 / -17.31 eV
Spin multiplicity ... 4
<S²> ... 3.7530

These are the Löwdin partial charges, in e, on atoms 1 to 4: Nd 1.718; Sc 0.592; Cl 0.109; Cl 0.178

[4]
Computed, not measured: a 2-piece molecular cluster, C5H8O2 overall in a non-equilibrium geometry, with ωB97M-V with the def2-TZVPD basis set.

The geometry in XYZ format:
```
15
Properties=species:S:1:pos:R:3
O 2.669 0.589 0.317
C 1.525 -0.196 0.022
C 0.287 0.606 0.443
C -0.735 0.782 -0.646
C -2.051 0.723 -0.464
C -1.318 -2.342 0.167
O -1.743 -2.814 -0.775
H 3.455 0.092 0.063
H 1.564 -1.157 0.558
H 1.480 -0.425 -1.055
H -0.189 0.159 1.323
H 0.653 1.597 0.742
H -0.342 1.018 -1.637
H -2.751 0.900 -1.276
H -2.475 0.501 0.515
```

Results
DFT total energy ... -345.74799 Ha
Relative energy (zero: lowest compared OMol25 entry of this formula, charge and spin) ... 35.7 kcal/mol
Total charge ... 0
Frontier orbital gap ... 10.60 eV
Lowest unoccupied orbital energy ... 0.93 eV
Spin multiplicity ... 1

These are the Löwdin partial charges, in e, on atoms 1 to 4: O -0.076; C -0.284; C -0.203; C -0.211

[5]
Computed, not measured: C12H12N2S in the gas phase in a non-equilibrium geometry, with ωB97M-V with the def2-TZVPD basis set.

The geometry in XYZ format:
```
27
Properties=species:S:1:pos:R:3
C 0.379 3.655 -0.282
C 0.794 2.147 -0.293
S 1.113 1.438 1.427
C -0.101 0.268 1.911
C -0.668 -0.667 1.112
C -1.730 -1.388 1.706
C -2.798 -1.867 0.992
C -2.868 -1.600 -0.401
C -1.797 -1.040 -1.010
C -0.551 -0.877 -0.335
C 0.610 -0.767 -1.131
C 1.950 -1.086 -1.021
N 2.577 -1.863 -0.230
C 3.831 -2.156 -0.074
N 4.937 -2.550 0.072
H 0.891 4.162 -1.088
H -0.757 3.781 -0.374
H 0.554 4.076 0.721
H 1.703 2.269 -0.933
H 0.206 1.472 -0.921
H -0.260 0.390 2.949
H -1.730 -1.586 2.727
H -3.592 -2.528 1.421
H -3.853 -1.864 -0.942
H -1.660 -0.890 -2.132
H 0.319 -0.356 -2.041
H 2.502 -0.572 -1.832
```

Results
DFT total energy ... -971.99506 Ha
Relative energy (zero: lowest compared OMol25 entry of this formula, charge and spin) ... 109.7 kcal/mol
Total charge ... 0
Frontier orbital gap (spin up / spin down) ... 5.85 / 6.20 eV
Lowest unoccupied orbital energy (spin up / spin down) ... -1.89 / -1.75 eV
SMILES string ... CCS/C=c1/cccc/c1=C/C=N/C#N
Spin multiplicity ... 1

These are the Löwdin partial charges, in e, on atoms 1 to 4: C -0.158; C -0.469; S 0.927; C -0.323

[6]
Computed, not measured: a 8-piece molecular cluster, C17H50FNO13P3S overall in a non-equilibrium geometry, with ωB97M-V with the def2-TZVPD basis set.

The geometry in XYZ format:
```
86
Properties=species:S:1:pos:R:3
C 1.587 1.327 5.415
P 1.809 3.134 5.421
O 3.043 3.365 4.345
N 0.472 3.765 4.449
F 0.741 5.169 4.477
C -0.879 3.531 4.937
P -1.059 3.597 6.782
O -0.469 2.460 7.529
C -1.772 4.720 4.351
O -1.703 4.888 3.128
O -2.445 5.318 5.213
P -1.602 2.055 4.116
O -2.843 2.576 3.250
O -0.500 1.600 3.046
S -2.179 0.622 5.240
H 2.391 0.837 4.881
H 0.638 0.954 5.058
H 1.659 1.036 6.455
H 2.663 3.639 3.501
H -2.423 3.721 7.034
H -0.486 4.823 7.143
H -2.498 3.110 2.518
H -0.472 2.194 2.284
C -0.829 -3.048 3.494
C 0.383 -2.280 3.009
O 1.351 -2.111 4.051
H -1.284 -2.511 4.327
H -1.564 -3.151 2.695
H -0.565 -4.048 3.852
H 0.078 -1.286 2.686
H 0.854 -2.787 2.165
H 1.629 -2.987 4.331
C 1.824 -0.383 0.198
C 0.894 0.768 -0.128
O 1.279 1.975 0.535
H 1.831 -0.549 1.274
H 1.499 -1.295 -0.296
H 2.856 -0.169 -0.101
H -0.119 0.543 0.203
H 0.860 0.955 -1.213
H 2.166 2.206 0.249
C -1.715 -3.898 -1.677
C -1.033 -2.672 -1.095
O -0.106 -3.003 -0.072
H -2.257 -4.461 -0.916
H -2.419 -3.614 -2.462
H -0.964 -4.568 -2.101
H -1.764 -1.998 -0.649
H -0.501 -2.132 -1.890
H 0.558 -3.589 -0.457
C 2.612 -4.526 -4.732
C 1.524 -4.165 -3.738
O 2.074 -3.927 -2.437
H 3.152 -5.414 -4.404
H 2.193 -4.713 -5.721
H 3.338 -3.714 -4.812
H 0.807 -4.979 -3.637
H 0.987 -3.272 -4.067
H 2.698 -3.198 -2.509
C 2.355 2.907 -3.887
C 2.267 1.400 -4.043
O 3.009 0.719 -3.036
H 3.395 3.231 -3.932
H 1.793 3.418 -4.671
H 1.957 3.218 -2.919
H 2.681 1.091 -5.002
H 1.223 1.068 -3.998
H 2.643 0.967 -2.181
C -3.551 2.095 -0.512
C -3.486 0.578 -0.469
O -2.635 0.119 0.574
H -2.553 2.513 -0.650
H -4.192 2.439 -1.326
H -3.945 2.489 0.427
H -3.076 0.186 -1.400
H -4.489 0.157 -0.332
H -2.985 0.445 1.412
C -1.539 -0.719 -6.728
C -0.208 -0.999 -6.055
O 0.319 -2.270 -6.428
H -2.262 -1.494 -6.472
H -1.938 0.249 -6.423
H -1.429 -0.721 -7.815
H -0.323 -1.015 -4.972
H 0.524 -0.226 -6.312
H 0.442 -2.284 -7.381
```

Results
DFT total energy ... -3232.78290 Ha
Total charge ... -1
Frontier orbital gap ... 6.84 eV
Lowest unoccupied orbital energy ... 1.67 eV
Spin multiplicity ... 1

These are the Löwdin partial charges, in e, on atoms 1 to 4: C -0.257; P 0.866; O -0.323; N -0.261

[7]
Computed, not measured: a 2-piece molecular cluster, C5H13NO2 overall in a non-equilibrium geometry, with ωB97M-V with the def2-TZVPD basis set.

The geometry in XYZ format:
```
21
Properties=species:S:1:pos:R:3
C -1.611 1.412 2.144
C -0.812 1.488 0.893
N 0.155 0.366 0.886
C 1.513 0.668 1.310
C 0.107 -0.334 -0.432
C 0.991 -1.630 -0.142
O 0.804 -2.599 -0.861
H -2.268 2.151 2.101
H -1.989 0.477 2.273
H -1.137 1.608 3.139
H -1.479 1.615 -0.095
H -0.157 2.390 0.940
H 2.200 0.397 0.530
H 1.500 1.743 1.446
H 1.703 0.255 2.321
H 0.636 0.280 -1.161
H -0.896 -0.605 -0.616
H 1.909 -1.701 0.477
O -0.889 0.107 -3.260
H -1.496 -0.532 -3.681
H -0.050 -0.332 -3.555
```

Results
DFT total energy ... -403.44313 Ha
Relative energy (zero: lowest compared OMol25 entry of this formula, charge and spin) ... 83.8 kcal/mol
Total charge ... 0
Frontier orbital gap ... 9.13 eV
Lowest unoccupied orbital energy ... 0.75 eV
SMILES string ... CCN(C)CC=O.O
Spin multiplicity ... 1

These are the Löwdin partial charges, in e, on atoms 1 to 4: C -0.098; C -0.254; N -0.260; C -0.098

[8]
Computed, not measured: C26H34N4O3 in the gas phase, with ωB97M-V with the def2-TZVPD basis set.

The geometry in XYZ format:
```
67
Properties=species:S:1:pos:R:3
C 3.704 -2.787 1.034
O 2.912 -1.720 1.499
C 2.699 -0.659 0.674
C 1.923 0.376 1.198
C 1.648 1.489 0.431
C 2.116 1.579 -0.870
C 2.893 0.559 -1.400
C 3.453 0.668 -2.793
C 3.682 -0.679 -3.470
O 4.808 -1.060 -3.736
N 2.591 -1.410 -3.787
C 2.767 -2.704 -4.416
C 2.299 -3.810 -3.475
C 0.845 -3.571 -3.079
C 0.673 -2.180 -2.463
C -0.795 -1.925 -2.125
C -1.020 -0.696 -1.248
C -2.479 -0.606 -0.832
O -3.316 -1.413 -1.190
N -2.800 0.446 -0.040
C -1.838 1.397 0.481
C -2.561 2.499 1.252
N -3.360 1.936 2.313
C -3.141 2.301 3.607
C -3.811 1.687 4.682
C -3.561 2.141 5.958
C -2.660 3.181 6.156
C -2.047 3.715 5.038
N -2.273 3.298 3.805
C -4.150 0.771 1.971
C -4.154 0.570 0.460
C 1.219 -1.126 -3.440
C 3.190 -0.553 -0.622
H 3.751 -3.498 1.857
H 3.251 -3.273 0.164
H 4.716 -2.458 0.781
H 1.563 0.288 2.211
H 1.069 2.297 0.852
H 1.892 2.451 -1.466
H 4.437 1.143 -2.739
H 2.816 1.298 -3.418
H 3.825 -2.813 -4.657
H 2.181 -2.728 -5.342
H 2.406 -4.778 -3.966
H 2.930 -3.811 -2.584
H 0.519 -4.332 -2.368
H 0.209 -3.650 -3.965
H 1.264 -2.124 -1.542
H -1.376 -1.819 -3.043
H -1.195 -2.793 -1.597
H -0.751 0.217 -1.782
H -0.394 -0.752 -0.354
H -1.265 1.843 -0.338
H -1.134 0.890 1.153
H -1.840 3.173 1.717
H -3.193 3.081 0.570
H -4.506 0.881 4.518
H -4.065 1.687 6.800
H -2.444 3.558 7.143
H -1.331 4.523 5.121
H -3.736 -0.127 2.453
H -5.182 0.902 2.315
H -4.665 1.405 -0.031
H -4.677 -0.354 0.200
H 1.141 -0.136 -2.998
H 0.618 -1.148 -4.359
H 3.820 -1.322 -1.042
```

Results
DFT total energy ... -1455.94009 Ha
Relative energy (zero: lowest compared OMol25 entry of this formula, charge and spin) ... 40.8 kcal/mol
Total charge ... 0
Frontier orbital gap ... 8.58 eV
Lowest unoccupied orbital energy ... 0.54 eV
SMILES string ... COc1cccc(CC(=O)N2CCC[C@H](CCC(=O)N3CCN(c4ccccn4)CC3)C2)c1
Spin multiplicity ... 1

These are the Löwdin partial charges, in e, on atoms 1 to 4: C -0.078; O -0.077; C -0.269; C -0.016